## a
Molecular formula: C3H8NO2S
Method: DFT, wB97M-V/def2-TZVPD

Structure (XYZ):
```
15
Properties=species:S:1:pos:R:3
O -0.7167 -0.0915 -1.6981
C -1.4091 0.4200 -0.8090
C -0.6263 1.2201 0.1320
C 0.1636 0.3745 1.1047
S -0.1422 -1.5007 1.1964
N 0.2194 2.1190 -0.6374
H -2.4526 0.2131 -0.7707
H -1.1728 1.9556 0.7502
H 1.1893 0.7703 1.2712
H 0.1095 0.4561 2.1367
H 0.6624 1.8842 -1.5184
H 0.9355 2.4889 -0.0844
H 1.7669 -1.6836 0.0058
H 1.4674 -1.1084 -1.2946
O 1.8998 -0.8942 -0.5199
```

- HOMO energy: -0.0852 hartree
- Net charge: -1

Atom charges from the Löwdin analysis, given in e for atoms 1 to 4: -0.02 -0.24 -0.45 -0.61

## b
Molecular formula: C3H8NO2S
Method: DFT, wB97M-V/def2-TZVPD

Structure (XYZ):
```
15
Properties=species:S:1:pos:R:3
O 1.7574 -0.6234 -1.6979
C 0.9960 0.1329 -1.1627
C 1.1762 0.7353 0.2042
C -0.2140 0.9693 0.7793
S -1.0504 -0.6406 1.1050
N 2.0539 -0.0958 1.0042
H 0.0670 0.4659 -1.6692
H 1.6581 1.7191 0.0592
H -0.2355 1.6255 1.6492
H -0.8298 1.4233 -0.0082
H 1.5059 -0.9361 1.1730
H 2.1206 0.3460 1.9215
H -2.6346 0.9810 -1.3193
H -2.4745 -0.3907 -0.7001
O -3.0551 0.1146 -1.3073
```

- HOMO energy: -0.1239 hartree
- Net charge: -1

Atom charges from the Löwdin analysis, given in e for atoms 1 to 4: 0.04 -0.29 -0.51 -0.66

## c
Molecular formula: C3H8NO2S
Method: DFT, wB97M-V/def2-TZVPD

Structure (XYZ):
```
15
Properties=species:S:1:pos:R:3
C -2.0601 1.0560 -1.3506
C 2.1608 -0.3327 0.0936
C 2.3276 0.7703 -0.8669
N 2.0357 2.0060 -0.7756
O -1.2456 1.6970 1.1263
O -1.2004 -0.6048 0.4998
S -2.0609 0.6433 0.6027
H -1.0902 0.9650 -1.7405
H -2.5669 1.9634 -1.4968
H 3.0307 -0.9656 0.2855
H 2.0161 0.0895 1.1458
H 1.2356 -0.9162 -0.2451
H -2.6950 0.1403 -1.5915
H 2.8296 0.3631 -1.7320
H 1.3553 2.1443 0.0386
```

- HOMO energy: -0.1151 hartree
- Net charge: -1

Atom charges from the Löwdin analysis, given in e for atoms 1 to 4: -0.25 -0.12 -0.37 0.06

Bottom line: b, by a margin of 151.3 kJ/mol.

## a
Molecular formula: C5H4NO2
Method: DFT, wB97M-V/def2-TZVPD

Structure (XYZ):
```
12
Properties=species:S:1:pos:R:3
C 2.4141 -1.5086 0.1199
C 1.3009 -0.6616 -0.0257
C 2.2588 0.3427 0.4181
C -0.1931 -0.7545 -0.3825
C -0.8874 0.7391 -0.4729
N 3.3669 -0.6219 0.3808
O -0.6754 -1.8058 -0.7842
O 2.3506 1.5237 0.6986
H 2.6275 -2.6082 0.0647
H -1.9645 0.7232 -0.4164
H -0.6979 1.1582 -1.4097
H -0.4465 1.3467 0.3702
```

- HOMO energy: -0.1099 hartree
- Net charge: -1

Atom charges from the Löwdin analysis, given in e for atoms 1 to 4: -0.17 -0.15 -0.52 -0.40

## b
Molecular formula: C5H4NO2
Method: DFT, wB97M-V/def2-TZVPD

Structure (XYZ):
```
12
Properties=species:S:1:pos:R:3
C -0.8136 -1.4843 -0.1924
C -1.4839 0.9737 -0.1100
C 1.1679 0.0900 -0.6507
C 0.9206 0.1123 0.8480
C -0.2363 -0.2164 -0.1670
N -1.3172 -2.5139 -0.3518
O -2.1915 0.8889 -1.0817
O -1.4852 1.5712 0.9630
H 1.4648 1.0392 -1.1188
H 1.8093 -0.7045 -0.9665
H 1.5763 -0.6802 1.4253
H 0.5889 0.9239 1.4027
```

- HOMO energy: -0.1676 hartree
- Net charge: -1
- SMILES: N#CC1(C(=O)[O-])CC1

Atom charges from the Löwdin analysis, given in e for atoms 1 to 4: -0.23 -0.68 -0.11 -0.10

Bottom line: b, by a margin of 101.0 kJ/mol.

## a
Molecular formula: C3H4N2OS
Method: DFT, wB97M-V/def2-TZVPD

Structure (XYZ):
```
11
Properties=species:S:1:pos:R:3
C 0.5522 -0.2185 1.8567
C 0.3062 -0.8196 -0.5700
C -0.6931 0.1561 -2.3235
H 1.0462 -0.7106 2.6830
H 1.1469 -1.8588 0.8950
H 0.5087 -1.6839 -1.2508
H -1.2479 1.0416 -2.6926
N 0.7299 -0.9513 0.7181
N -0.4192 0.1833 -0.9377
O -0.4655 -0.7688 -3.0838
S -0.0560 1.2519 2.0496
```

- HOMO energy: -0.3218 hartree
- SMILES: O=C/N=C/NC=S

Atom charges from the Löwdin analysis, given in e for atoms 1 to 4: -0.73 -0.18 -0.32 0.05

## b
Molecular formula: C3H4N2OS
Method: DFT, wB97M-V/def2-TZVPD

Structure (XYZ):
```
11
Properties=species:S:1:pos:R:3
C 0.5166 0.3127 -0.0374
C 3.0646 0.3822 -0.0206
C -0.9668 0.5118 -0.0214
N 1.2934 1.2822 0.0718
N 2.6661 -0.8897 -0.0532
O 4.1682 0.8231 0.0074
S 1.0717 -1.4170 0.0104
H -1.4391 -0.3586 0.1532
H -1.4133 0.9592 -0.9214
H -1.2047 1.4527 0.6681
H 3.3671 -1.4794 0.4028
```

- HOMO energy: -0.3408 hartree

Atom charges from the Löwdin analysis, given in e for atoms 1 to 4: -0.74 -0.39 -0.11 0.14

## c
Molecular formula: C3H4N2OS
Method: DFT, wB97M-V/def2-TZVPD

Structure (XYZ):
```
11
Properties=species:S:1:pos:R:3
C -2.1128 1.2621 -0.6744
C 0.0375 -0.0745 0.1125
C 1.5321 -0.3682 -0.0457
H -1.9963 2.0099 0.1776
H -2.7403 1.8224 -1.4254
H -2.4878 0.3022 -0.0463
H -0.1150 -1.1431 2.8440
N -0.6682 -0.8306 1.0161
N 2.6651 -0.6821 -0.1394
O 0.3473 -1.3609 1.8912
S -0.3849 0.8480 -1.1981
```

- HOMO energy: -0.3425 hartree
- SMILES: CS/C(C#N)=N/O

Atom charges from the Löwdin analysis, given in e for atoms 1 to 4: -0.37 -0.67 -0.24 0.05

Bottom line: a, by a margin of 120.1 kJ/mol.

## a
Molecular formula: C3H4N2OS
Method: DFT, wB97M-V/def2-TZVPD

Structure (XYZ):
```
11
Properties=species:S:1:pos:R:3
C -0.1514 0.2439 -0.4420
C -1.0296 -0.6610 -0.9039
C 0.2877 -0.2062 0.8793
H 1.4825 1.8158 -0.1856
H -1.7068 -0.5603 -1.7398
H -2.1005 -1.9589 0.2536
H 1.2404 -0.3153 2.5103
N -1.1502 -1.7014 -0.0441
N 1.2324 0.2025 1.6416
O -0.4084 -1.3937 1.1026
S 0.5710 1.6500 -1.1276
```

- HOMO energy: -0.3000 hartree
- SMILES: [H]/N=c1\o[nH]cc1S

Atom charges from the Löwdin analysis, given in e for atoms 1 to 4: -0.60 -0.12 -0.44 -0.14

## b
Molecular formula: C3H4N2OS
Method: DFT, wB97M-V/def2-TZVPD

Structure (XYZ):
```
11
Properties=species:S:1:pos:R:3
C -1.5400 0.1847 0.5000
C -0.9922 0.1700 -0.7768
C -0.6841 -0.6697 1.2230
N 0.2916 -1.1805 0.5061
N 0.0908 -0.6032 -0.7487
O 3.1773 1.8716 -0.0940
S 3.4288 0.4268 -0.1765
H -2.3885 0.8152 0.6445
H -1.3086 0.7204 -1.7200
H 0.6739 -0.8479 -1.6087
H -0.7489 -0.8875 2.2511
```

- HOMO energy (spin up / spin down): -0.3359 / -0.3316 hartree
- SMILES: c1cn[nH]c1.O=S

Atom charges from the Löwdin analysis, given in e for atoms 1 to 4: -0.08 -0.16 -0.20 0.02

Bottom line: a, by a margin of 57.2 kJ/mol.

## a
Molecular formula: C3H4N2OS
Method: DFT, wB97M-V/def2-TZVPD

Structure (XYZ):
```
11
Properties=species:S:1:pos:R:3
C -1.2742 -1.4221 -1.5384
C -0.0709 0.3473 -0.6007
C -0.1382 -0.7493 0.4268
N -1.4350 -2.2390 -2.3182
N -1.1527 -0.6258 -0.5125
O -2.7818 2.2933 0.4891
S -3.4953 1.2632 -0.3113
H -0.2342 1.3098 -0.2071
H 0.7437 0.2324 -1.3376
H 0.5654 -1.6261 0.3905
H -0.4693 -0.6529 1.3680
```

- HOMO energy (spin up / spin down): -0.3388 / -0.3374 hartree
- SMILES: N#CN1CC1.O=S

Atom charges from the Löwdin analysis, given in e for atoms 1 to 4: -0.34 -0.06 -0.11 0.16

## b
Molecular formula: C3H4N2OS
Method: DFT, wB97M-V/def2-TZVPD

Structure (XYZ):
```
11
Properties=species:S:1:pos:R:3
C 0.8094 -0.4501 0.0603
C -0.1892 -1.2962 0.2850
C -1.1106 0.8138 0.0544
H 2.0073 -2.1208 0.2008
H -0.3706 -2.3316 0.3567
H -1.3070 2.4731 -0.5114
H 0.7344 1.7005 -0.6925
N -2.0063 1.6938 -0.1254
N 0.3354 0.9021 0.0469
O -1.3969 -0.4986 0.4461
S 2.4940 -0.8861 -0.1208
```

- HOMO energy: -0.3070 hartree
- SMILES: [H]/N=c1\[nH]c(S)co1

Atom charges from the Löwdin analysis, given in e for atoms 1 to 4: -0.72 -0.09 -0.50 -0.09

## c
Molecular formula: C3H4N2OS
Method: DFT, wB97M-V/def2-TZVPD

Structure (XYZ):
```
11
Properties=species:S:1:pos:R:3
C -1.2636 -0.0558 -0.0955
C -0.1209 -0.8126 -0.1109
C 0.3174 1.3599 -0.1017
H -2.5765 -1.3819 -0.1159
H 0.0697 -1.8675 -0.1272
H 2.7716 -0.3309 1.1295
H 0.8637 2.3026 -0.0964
N 0.9067 0.1356 -0.1141
N -0.9832 1.2805 -0.0930
O -2.5637 -0.4384 -0.0963
S 2.5787 -0.1914 -0.1785
```

- HOMO energy: -0.3151 hartree
- SMILES: Oc1cn(S)cn1

Atom charges from the Löwdin analysis, given in e for atoms 1 to 4: -0.41 -0.08 -0.23 0.09

## d
Molecular formula: C3H4N2OS
Method: DFT, wB97M-V/def2-TZVPD

Structure (XYZ):
```
11
Properties=species:S:1:pos:R:3
C 0.1141 -0.9445 -1.1293
C 0.2456 0.2952 -0.7168
C 1.1199 1.4746 -0.4951
N -0.9347 -0.4330 -0.2733
N -1.0396 -0.7057 1.0347
O -2.1068 -1.4627 3.1150
S -1.9517 -1.7717 1.7111
H 0.4101 -1.8238 -1.7949
H 0.6315 2.1964 0.1880
H 1.3591 2.0313 -1.4282
H 2.1526 1.1440 -0.2114
```

- HOMO energy (spin up / spin down): -0.2991 / -0.2990 hartree

Atom charges from the Löwdin analysis, given in e for atoms 1 to 4: 0.02 -0.21 -0.04 -0.18

Bottom line: c, by a margin of 125.3 kJ/mol.

## a
Molecular formula: C3H4N2OS
Method: DFT, wB97M-V/def2-TZVPD

Structure (XYZ):
```
11
Properties=species:S:1:pos:R:3
C 0.0147 0.3230 -0.8262
C -0.8142 0.8850 1.0289
C 0.5129 -0.6245 0.0190
H -0.2217 1.5455 -3.2827
H -1.3928 1.2859 1.8306
H -0.0621 -0.8200 2.2166
H 1.3099 -2.1033 0.6992
N -0.6951 1.3528 -0.1728
N -0.0947 -0.3126 1.2970
O 1.2917 -1.6673 -0.0821
S 0.1516 0.1354 -2.7275
```

- HOMO energy: -0.2912 hartree
- SMILES: Oc1[nH]cnc1S

Atom charges from the Löwdin analysis, given in e for atoms 1 to 4: -0.56 -0.22 -0.40 -0.04

## b
Molecular formula: C3H4N2OS
Method: DFT, wB97M-V/def2-TZVPD

Structure (XYZ):
```
11
Properties=species:S:1:pos:R:3
C 0.5611 0.3607 -1.5901
C -0.8536 0.2053 -1.3133
C 0.3674 -0.0661 0.5886
N 1.2295 0.1770 -0.5039
N -0.9921 -0.1003 -0.0343
O -3.5308 0.4623 -1.5838
S -2.2892 0.6060 -2.4220
H 1.0367 0.4997 -2.4748
H 0.3971 -1.0429 1.1564
H 0.5976 0.9041 1.2145
H -1.7814 -0.5758 0.4264
```

- HOMO energy (spin up / spin down): -0.2799 / -0.2798 hartree

Atom charges from the Löwdin analysis, given in e for atoms 1 to 4: -0.11 -0.48 -0.20 0.05

## c
Molecular formula: C3H4N2OS
Method: DFT, wB97M-V/def2-TZVPD

Structure (XYZ):
```
11
Properties=species:S:1:pos:R:3
C -1.7070 -1.1768 -0.0001
C 0.5733 -0.0492 0.0334
C 0.2032 1.4069 0.2191
H -2.1988 0.6700 -0.1116
H -2.0167 -2.2230 0.1750
H 0.1382 -1.9839 -0.0185
H 1.0048 1.9230 0.7590
N -2.5678 -0.2827 -0.0071
N -0.3111 -1.0741 0.0354
O -0.7687 2.0142 -0.1868
S 2.1849 -0.3805 -0.0639
```

- HOMO energy: -0.3523 hartree
- SMILES: [H]/N=C\NC(=S)C=O

Atom charges from the Löwdin analysis, given in e for atoms 1 to 4: -0.28 -0.75 -0.25 0.03

Bottom line: c, by a margin of 68.1 kJ/mol.